No. 1
{
  "formula": "C9H8N2O",
  "method": "wB97M-V/def2-TZVPD",
  "gap_ev": 8.21,
  "smiles": "C=C1c2ccccc2C(=O)N1N",
  "lumo_energy_ev": -0.1,
  "symbols": ["C", "C", "C", "C", "C", "C", "C", "C", "C", "O", "N", "N", "H", "H", "H", "H", "H", "H", "H", "H"],
  "positions_angstrom": [[-0.65153, -2.24112, 1.01280], [-0.11557, -1.05617, 0.70730], [-0.56095, -0.06491, -0.20290], [-1.71585, 0.01620, -0.92333], [-1.74095, 1.01635, -1.90348], [-0.78830, 1.98817, -2.00783], [0.29378, 1.99751, -1.10570], [0.44713, 0.96431, -0.20885], [1.47215, 0.71488, 0.79466], [2.44598, 1.36173, 1.09014], [1.19363, -0.64064, 1.18373], [1.91913, -1.34795, 2.17303], [-0.16807, -2.93091, 1.61739], [-1.72698, -2.37132, 0.72873], [-2.62763, -0.59586, -0.54396], [-2.45361, 1.16081, -2.68298], [-0.95741, 2.79589, -2.74079], [1.13925, 2.74391, -1.13353], [2.90942, -1.16870, 2.12103], [1.68636, -2.34217, 2.02455]],
  "lowdin_charge": [0.099, -0.238, -0.147, -0.008, -0.091, -0.084, -0.002, -0.085, -0.364, 0.099, -0.060, 0.103, 0.024, 0.083, 0.151, 0.096, 0.115, 0.140, 0.087, 0.080]
}

***

No. 2
{
  "formula": "C30H25BrCl61NO7S",
  "method": "wB97M-V/def2-TZVPD",
  "gap_ev": 9.55,
  "lumo_energy_ev": -0.4,
  "symbols": ["C", "C", "C", "Cl", "C", "C", "C", "O", "Br", "O", "S", "O", "O", "O", "C", "C", "C", "N", "C", "C", "C", "C", "O", "C", "C", "O", "H", "H", "H", "H", "H", "H", "H", "H", "H", "H", "H", "H", "H", "H", "H", "H", "H", "H", "H", "H", "H", "H", "H", "H", "H", "C", "Cl", "Cl", "Cl", "Cl", "C", "Cl", "Cl", "Cl", "Cl", "C", "Cl", "Cl", "Cl", "Cl", "C", "Cl", "Cl", "Cl", "Cl", "C", "Cl", "Cl", "Cl", "Cl", "C", "Cl", "Cl", "Cl", "Cl", "C", "Cl", "Cl", "Cl", "Cl", "C", "Cl", "Cl", "Cl", "Cl", "C", "Cl", "Cl", "Cl", "Cl", "C", "Cl", "Cl", "Cl", "Cl", "C", "Cl", "Cl", "Cl", "Cl", "C", "Cl", "Cl", "Cl", "Cl", "C", "Cl", "Cl", "Cl", "Cl", "C", "Cl", "Cl", "Cl", "Cl", "C", "Cl", "Cl", "Cl", "Cl"],
  "positions_angstrom": [[-0.37168, 0.41939, 0.27216], [0.16353, 1.96184, 0.17022], [1.57129, 2.09838, -0.58253], [2.43780, 3.48207, 0.32687], [1.52897, 2.26962, -2.18017], [0.03822, 2.13990, -2.72403], [-0.17476, 2.15809, -4.29769], [0.08093, 1.16252, -5.02932], [-0.81937, 3.79422, -5.20627], [2.11395, 0.97340, -2.61113], [3.81824, 1.04276, -2.57301], [4.42019, 0.31504, -1.38740], [4.29636, 0.45479, -3.86222], [3.85992, 2.72834, -2.38183], [2.58259, 3.29532, -2.89150], [2.35074, 4.87804, -2.70238], [0.94608, 5.31507, -2.07100], [1.21154, 6.62406, -1.33637], [2.84727, 3.17689, -4.47889], [4.33207, 3.41915, -4.99655], [4.89629, 4.92579, -4.87532], [5.76605, 5.18611, -3.53976], [6.97146, 4.32456, -3.49864], [7.37932, 4.42252, -2.10911], [6.81735, 3.46565, -0.95308], [8.19138, 5.33664, -1.77935], [-0.90415, 0.21176, 1.26185], [0.52348, -0.28035, 0.16046], [-1.16608, 0.24556, -0.55370], [-0.64641, 2.69692, -0.15077], [0.38599, 2.23746, 1.27659], [2.17198, 1.15412, -0.28459], [-0.62175, 2.98569, -2.28747], [-0.36215, 1.10804, -2.37887], [3.16823, 5.23489, -1.96038], [2.50312, 5.49936, -3.64758], [0.23375, 5.59443, -2.92499], [0.50254, 4.61453, -1.28982], [1.33906, 6.35155, -0.35084], [0.43149, 7.27996, -1.46595], [2.52330, 2.12747, -4.85593], [2.15786, 3.90551, -5.06248], [4.31187, 3.20156, -6.13755], [5.14041, 2.72966, -4.58210], [5.65616, 5.03654, -5.75217], [4.10858, 5.74201, -5.07222], [5.20200, 4.97918, -2.56927], [6.13187, 6.27897, -3.60357], [5.72385, 3.74201, -0.68450], [6.87433, 2.36891, -1.27094], [7.41039, 3.61323, 0.02383], [1.60622, 4.58222, 4.49891], [2.76856, 3.23862, 4.55039], [1.92203, 5.68954, 5.85063], [1.77988, 5.45577, 2.96124], [-0.04605, 3.94111, 4.63188], [-0.63577, -3.25744, 2.73623], [0.42876, -3.92401, 1.47977], [-2.31121, -3.24694, 2.14229], [-0.51979, -4.26055, 4.20138], [-0.13295, -1.59657, 3.12021], [2.60369, 4.98789, 9.65042], [2.59273, 3.94123, 8.21547], [3.96030, 4.53511, 10.70475], [2.78611, 6.68252, 9.14538], [1.07535, 4.79532, 10.53589], [0.68644, -0.95025, -7.90740], [-0.58323, 0.25572, -8.20888], [-0.01507, -2.34282, -7.05134], [1.36524, -1.49479, -9.45709], [1.98187, -0.22484, -6.93103], [1.84925, -5.49152, 7.04187], [0.15210, -6.02017, 7.04991], [2.73159, -6.35426, 5.76303], [1.92487, -3.74262, 6.73745], [2.58802, -5.85046, 8.61711], [-5.60378, 0.93118, 0.76241], [-6.46109, 0.55119, -0.74561], [-6.77148, 1.46560, 1.99087], [-4.75590, -0.51778, 1.34672], [-4.42549, 2.22675, 0.46148], [-6.05366, -2.66789, -3.09134], [-7.25128, -1.37799, -3.34527], [-5.84471, -3.58572, -4.59841], [-4.50024, -1.95358, -2.60583], [-6.62741, -3.75940, -1.81469], [-4.85246, -2.99847, 5.52542], [-5.43800, -2.07236, 4.11975], [-3.18155, -3.52486, 5.23312], [-4.90604, -1.96978, 6.97335], [-5.88263, -4.42424, 5.77495], [-2.91707, -6.71066, -5.54836], [-3.81671, -7.08513, -7.03411], [-4.06094, -6.14353, -4.30878], [-2.09713, -8.17529, -4.96522], [-1.69709, -5.46681, -5.90558], [8.64457, 6.87311, -5.85500], [7.52482, 7.95311, -4.99551], [9.65936, 7.83254, -6.95429], [9.67570, 6.03191, -4.68157], [7.71919, 5.68067, -6.79694], [-9.60801, 2.19816, 5.39674], [-9.13557, 1.69558, 7.03393], [-8.27563, 1.86510, 4.26778], [-11.05119, 1.29296, 4.89232], [-9.96778, 3.93811, 5.39147], [-5.12985, -6.92234, 0.39576], [-3.55357, -6.96587, 1.21400], [-6.02475, -5.47236, 0.90262], [-4.88596, -6.88018, -1.36490], [-6.06277, -8.37146, 0.82833], [-1.33481, -8.64022, 4.03957], [-2.65480, -7.69047, 4.75776], [-0.24461, -7.55650, 3.14773], [-0.42945, -9.46377, 5.32798], [-2.01149, -9.84804, 2.92590], [2.57580, -11.36601, 3.57052], [2.46730, -9.64418, 3.99341], [2.39837, -12.34866, 5.04050], [1.28166, -11.77590, 2.42422], [4.15458, -11.69539, 2.82453], [-9.43782, -4.02497, 3.03015], [-10.63921, -2.74178, 2.76713], [-9.20846, -4.93961, 1.52442], [-7.89348, -3.29911, 3.52190], [-10.01055, -5.12015, 4.30736]],
  "lowdin_charge": [-0.106, -0.256, -0.486, 0.617, -0.320, -0.070, -0.671, -0.084, 0.704, -0.216, 0.822, -0.282, -0.267, -0.242, -0.308, -0.105, -0.260, -0.023, -0.144, -0.164, -0.156, -0.179, -0.110, -0.391, 0.005, 0.029, 0.032, 0.082, 0.075, 0.104, 0.096, 0.120, 0.119, 0.143, 0.111, 0.114, 0.095, 0.081, 0.044, 0.065, 0.100, 0.106, 0.134, 0.107, 0.036, 0.120, 0.100, 0.080, 0.081, 0.093, 0.101, -2.010, 0.514, 0.480, 0.492, 0.515, -1.977, 0.538, 0.490, 0.435, 0.551, -2.015, 0.475, 0.520, 0.509, 0.519, -2.013, 0.521, 0.500, 0.515, 0.548, -2.019, 0.495, 0.508, 0.511, 0.528, -1.986, 0.507, 0.472, 0.485, 0.517, -2.002, 0.502, 0.502, 0.509, 0.493, -1.968, 0.444, 0.478, 0.536, 0.515, -2.005, 0.522, 0.455, 0.522, 0.510, -1.989, 0.553, 0.517, 0.561, 0.562, -2.009, 0.520, 0.457, 0.518, 0.521, -1.990, 0.503, 0.467, 0.484, 0.533, -2.003, 0.507, 0.481, 0.495, 0.512, -2.017, 0.465, 0.517, 0.513, 0.521, -1.999, 0.519, 0.498, 0.447, 0.523]
}

***

No. 3
{
  "formula": "C22H21N3OPdS2",
  "method": "wB97M-V/def2-TZVPD",
  "gap_ev": [4.69, 4.70],
  "charge": 2,
  "lumo_energy_ev": [-9.5, -9.5],
  "symbols": ["Pd", "C", "C", "N", "N", "C", "S", "S", "C", "C", "C", "C", "C", "C", "C", "C", "C", "C", "C", "C", "C", "O", "H", "H", "H", "H", "H", "H", "H", "H", "H", "H", "H", "H", "H", "H", "C", "C", "C", "C", "N", "C", "C", "H", "H", "H", "H", "H", "H", "H"],
  "positions_angstrom": [[1.47234, 0.26337, -0.21997], [-2.68514, -0.11555, 1.05840], [-1.19280, -0.21471, 1.04665], [-0.49408, 0.50577, 0.03636], [-1.22196, 1.07500, -0.81717], [-0.52987, 1.57460, -1.92657], [1.12824, 1.44193, -2.10334], [-1.39807, 2.22712, -3.22657], [-2.75223, 3.25508, -2.50713], [-3.93070, 2.52409, -1.93750], [-4.21481, 2.62744, -0.58052], [-5.33653, 2.00168, -0.05250], [-6.16373, 1.25246, -0.87581], [-5.87919, 1.14239, -2.23190], [-4.77089, 1.78148, -2.76249], [-0.51146, -1.01416, 1.93668], [-1.27530, -1.99135, 2.68970], [-0.69032, -2.79476, 3.59389], [0.71891, -2.68479, 3.88499], [1.50267, -1.78861, 3.25065], [0.94832, -0.90600, 2.27221], [1.65194, 0.02513, 1.80813], [-3.05498, 0.58982, 0.32508], [-3.02115, 0.18394, 2.05117], [-3.13115, -1.08639, 0.83402], [-3.01954, 3.83721, -3.39105], [-2.28784, 3.92375, -1.78539], [-3.58323, 3.23519, 0.05880], [-5.57529, 2.11742, 0.99690], [-7.04272, 0.77156, -0.46814], [-6.53468, 0.57563, -2.87902], [-4.56987, 1.71391, -3.82589], [-2.32916, -2.09989, 2.48865], [-1.27406, -3.54221, 4.11284], [1.14594, -3.33679, 4.63639], [2.55329, -1.67177, 3.47634], [7.39377, -1.80847, -0.79174], [5.99536, -1.29411, -0.67492], [4.94995, -1.82778, -1.42677], [3.68032, -1.30777, -1.30966], [3.40284, -0.29968, -0.46801], [4.39521, 0.22893, 0.26778], [5.68539, -0.23973, 0.18601], [7.44651, -2.69534, -1.41815], [7.79833, -2.04608, 0.19233], [8.03591, -1.04048, -1.22683], [5.12381, -2.64198, -2.11670], [2.85992, -1.69063, -1.90234], [4.12894, 1.04099, 0.93039], [6.45282, 0.22317, 0.79173]],
  "lowdin_charge": [0.832, 0.006, -0.146, -0.068, 0.033, -1.035, 0.793, 1.049, -0.336, -0.309, -0.077, -0.081, -0.059, -0.051, -0.038, -0.043, -0.002, -0.004, 0.020, 0.023, -0.281, -0.078, 0.046, 0.119, 0.114, 0.097, 0.096, 0.120, 0.115, 0.115, 0.117, 0.121, 0.117, 0.131, 0.135, 0.137, -0.013, -0.221, 0.013, -0.103, -0.123, -0.094, 0.015, 0.090, 0.101, 0.106, 0.131, 0.117, 0.123, 0.135]
}

***

No. 4
{
  "formula": "C40H52FN6O5Si2TeV",
  "method": "wB97M-V/def2-TZVPD",
  "gap_ev": [5.95, 5.94],
  "charge": 2,
  "s_squared": 2.018,
  "lumo_energy_ev": [-5.0, -5.0],
  "multiplicity": 3,
  "symbols": ["V", "C", "C", "N", "C", "C", "C", "O", "O", "C", "O", "C", "C", "C", "F", "C", "C", "C", "N", "C", "C", "N", "C", "C", "H", "H", "H", "H", "H", "H", "H", "H", "H", "H", "H", "H", "H", "H", "H", "H", "H", "H", "C", "O", "C", "C", "C", "C", "C", "C", "N", "N", "C", "C", "C", "C", "O", "C", "N", "C", "C", "C", "C", "H", "H", "H", "H", "H", "H", "H", "H", "H", "H", "H", "H", "C", "Si", "C", "C", "C", "Te", "C", "Si", "C", "C", "C", "H", "H", "H", "H", "H", "H", "H", "H", "H", "H", "H", "H", "H", "H", "H", "H", "H", "H", "H", "H", "H", "H"],
  "positions_angstrom": [[0.01415, -1.27058, -0.25648], [-5.20613, -2.05690, 5.40702], [-5.60645, -1.84063, 3.95803], [-4.48230, -1.35544, 3.13724], [-3.78705, -2.23866, 2.41906], [-2.69376, -1.93852, 1.64395], [-2.05494, -3.09960, 0.92575], [-2.51839, -4.21253, 1.03604], [-1.01097, -2.79235, 0.20124], [-2.25600, -0.59887, 1.56749], [-1.28348, -0.17651, 0.87215], [-3.00046, 0.36923, 2.36071], [-2.60157, 1.71338, 2.35687], [-3.27527, 2.61851, 3.11993], [-2.85064, 3.89377, 3.15598], [-4.39049, 2.26123, 3.89952], [-4.78510, 0.93877, 3.89902], [-4.09436, -0.02217, 3.14569], [-5.10437, 3.19864, 4.68369], [-4.95906, 3.10517, 6.12453], [-6.17786, 3.69609, 6.80956], [-6.35705, 5.11707, 6.34579], [-6.45070, 5.20208, 4.84396], [-5.20730, 4.57564, 4.23951], [-6.06295, -2.41150, 5.97723], [-4.84173, -1.13933, 5.86828], [-4.41912, -2.80603, 5.47985], [-6.43217, -1.13778, 3.85549], [-5.93725, -2.77361, 3.50590], [-4.11582, -3.27020, 2.45408], [-1.74496, 2.01517, 1.76983], [-5.65287, 0.66607, 4.47894], [-4.05256, 3.62766, 6.47296], [-4.86300, 2.06385, 6.42787], [-6.07469, 3.70851, 7.89339], [-7.08623, 3.16434, 6.52884], [-5.55845, 5.67543, 6.66097], [-7.18768, 5.52754, 6.77634], [-6.54574, 6.25327, 4.57758], [-7.35216, 4.66275, 4.55664], [-4.32639, 5.17408, 4.51174], [-5.30098, 4.61540, 3.15505], [8.28375, 1.37385, -4.88558], [7.53980, 0.35114, -4.24212], [7.48143, 0.37185, -2.89050], [8.07461, 1.34172, -2.08871], [7.95178, 1.25540, -0.70754], [7.19684, 0.25141, -0.12751], [6.64017, -0.74405, -0.93185], [6.78816, -0.68771, -2.29854], [7.12850, 0.22431, 1.30856], [6.05190, 0.13084, 1.91137], [4.79246, 0.20248, 1.22335], [4.40754, 1.31364, 0.51859], [3.14087, 1.39997, -0.09427], [2.25922, 0.35046, -0.01328], [1.04510, 0.32254, -0.58587], [2.63075, -0.77714, 0.76254], [1.70367, -1.77854, 0.83256], [1.96620, -2.85794, 1.54234], [3.17744, -3.01496, 2.23148], [4.12744, -2.02914, 2.16254], [3.87300, -0.86298, 1.40808], [8.20826, 1.17413, -5.95055], [9.33340, 1.34421, -4.58462], [7.86629, 2.36035, -4.66888], [8.64649, 2.14907, -2.51839], [8.43285, 1.98539, -0.07037], [6.11430, -1.57899, -0.48667], [6.38388, -1.46037, -2.93782], [5.10464, 2.13274, 0.40408], [2.86819, 2.28015, -0.66111], [1.20296, -3.62737, 1.55471], [3.34650, -3.91768, 2.79949], [5.07020, -2.12616, 2.68488], [-3.05372, -4.13387, -4.05626], [-1.89306, -2.67583, -4.01232], [-1.86807, -1.84020, -5.68791], [-2.42095, -1.45298, -2.68709], [-0.19792, -3.37470, -3.53582], [1.21823, -2.10301, -2.59494], [1.02728, -0.30987, -3.72761], [2.47372, -0.07732, -4.93509], [2.06765, 1.40210, -5.99651], [4.00272, 0.20952, -3.89723], [2.64807, -1.60981, -5.98935], [-4.07443, -3.80964, -4.26586], [-3.06140, -4.67173, -3.10724], [-2.76695, -4.83791, -4.83860], [-2.86843, -1.89116, -6.12218], [-1.19067, -2.33746, -6.38332], [-1.59419, -0.78561, -5.64426], [-3.39015, -1.01940, -2.94197], [-1.71402, -0.61934, -2.59885], [-2.51593, -1.94095, -1.71833], [0.29600, -3.85672, -4.37924], [-0.36415, -4.14478, -2.77583], [1.01902, 0.48274, -2.97691], [0.05727, -0.32860, -4.21989], [1.90151, 2.29396, -5.39052], [1.16890, 1.22448, -6.58909], [2.88086, 1.62037, -6.68952], [4.01424, 1.22330, -3.49284], [4.91681, 0.07411, -4.47739], [4.05410, -0.48041, -3.05099], [1.74453, -1.80198, -6.57008], [2.87042, -2.50002, -5.39740], [3.46845, -1.48234, -6.69719]],
  "lowdin_charge": [0.877, -0.050, -0.167, -0.011, 0.061, -0.011, -0.548, 0.105, -0.171, -0.246, -0.070, -0.036, 0.106, -0.184, 0.086, -0.143, 0.071, -0.104, -0.094, -0.132, -0.079, 0.064, -0.075, -0.146, 0.089, 0.067, 0.090, 0.120, 0.131, 0.158, 0.148, 0.119, 0.146, 0.137, 0.143, 0.144, 0.187, 0.189, 0.144, 0.145, 0.135, 0.150, -0.066, -0.089, -0.286, -0.002, -0.018, -0.282, -0.021, -0.012, 0.095, 0.079, -0.225, 0.005, 0.029, -0.331, -0.262, -0.150, 0.003, -0.073, -0.016, 0.039, -0.091, 0.096, 0.100, 0.097, 0.107, 0.120, 0.117, 0.122, 0.127, 0.126, 0.128, 0.117, 0.126, -0.171, 0.429, -0.167, -0.172, -0.543, 1.406, -0.520, 0.400, -0.173, -0.171, -0.179, 0.039, 0.037, 0.043, 0.039, 0.037, 0.024, 0.047, 0.019, 0.016, 0.015, 0.012, 0.008, -0.010, 0.035, 0.034, 0.038, 0.044, 0.031, 0.011, 0.031, 0.020, 0.040]
}

***

| no. | E_tot (eV) | F_max (eV/Å) |
| --- | --- | --- |
| 1 | -14488.670 | 3.6 |
| 2 | -892072.572 | 6.1 |
| 3 | -54806.345 | 0.6 |
| 4 | -112946.568 | 1.0 |